1.
Computed, not measured: C15H11N3O3S in the gas phase at a distorted geometry, with ωB97M-V with the def2-TZVPD basis set.

Structure (XYZ):
```
33
Properties=species:S:1:pos:R:3:forces:R:3
O 1.9062 -2.7280 -2.1067 0.58 1.44 -0.12
O -1.2528 0.7508 -3.0266 0.15 -1.99 1.73
O -3.0002 -0.9584 -2.8042 1.92 0.21 1.63
N 2.9653 -1.2559 -0.6889 -0.88 0.82 -0.26
C 1.8946 -1.6605 -1.4878 -0.98 -2.81 0.96
C 2.8162 -0.2242 0.1031 -0.28 -0.43 -0.42
C 3.9738 0.2175 0.8486 -1.41 2.85 1.28
C 3.9545 1.4711 1.4591 -1.09 -1.93 -1.60
C 2.7475 2.2907 1.3316 0.16 -0.75 -0.08
C 1.5965 1.8158 0.7755 2.16 -1.75 0.65
C 0.3998 -0.1102 -0.2054 -0.15 -1.03 -1.79
C 0.5467 -1.0951 -1.2165 -0.48 3.35 2.15
C -2.5690 1.0959 2.0044 0.01 0.66 0.33
C -3.6398 1.0066 1.1169 0.91 -0.05 -0.55
C -1.2575 0.8317 1.6066 0.42 -0.72 -0.67
C -3.3640 0.5845 -0.1929 -1.43 0.28 -0.07
C -0.9694 0.3529 0.2955 0.11 -0.03 0.12
C -2.0859 0.2433 -0.5681 0.87 -0.21 -0.10
N 1.5886 0.4653 0.3026 -0.02 0.94 0.01
N -0.6198 -1.5809 -1.8524 -0.69 0.82 -0.41
C -1.1236 -2.8508 -1.3015 -0.50 -0.73 0.70
S -1.7931 -0.3552 -2.2252 -0.59 0.51 -1.88
H 4.7997 -0.4381 0.9690 0.51 -0.45 -0.35
H 4.8709 1.7585 1.9467 -0.18 0.53 0.29
H 2.7069 3.2784 1.7383 0.17 0.44 0.10
H 0.6962 2.3883 0.7777 -0.46 -0.06 -0.30
H -2.7543 1.4907 3.0195 0.20 -0.42 -0.61
H -4.6254 1.3337 1.4246 0.01 -0.22 -0.12
H -0.4487 0.9355 2.3310 -0.21 -0.03 -0.19
H -4.1688 0.5512 -0.9601 0.67 -0.13 0.70
H -0.9126 -2.9445 -0.2060 0.00 0.31 -0.79
H -2.2137 -2.9583 -1.4046 0.37 0.36 -0.26
H -0.6650 -3.7026 -1.8037 0.13 0.23 -0.06
```
Forces are in eV/Å.

Results
* relative energy (zero: lowest compared OMol25 entry of this formula, charge and spin): 32.0 kJ/mol
* SMILES: CN1c2c(n3ccccc3nc2=O)-c2ccccc2S1(=O)=O
* HOMO level: -8.8 eV
* E: -37179.521 eV
* frontier orbital gap: 8.02 eV


2.
Computed, not measured: a molecular structure, C15H11N4OPmS at a distorted geometry, with ωB97M-V with the def2-TZVPD basis set.

Structure (XYZ):
```
33
Properties=species:S:1:pos:R:3:forces:R:3
Pm -16.3557 -8.9564 2.4815 -0.56 0.63 0.02
N -20.8464 -10.3526 1.9845 -1.28 2.59 -0.04
C -19.5018 -10.2537 1.9573 0.38 -0.78 -0.24
S -18.8786 -8.6465 1.5644 0.10 -0.32 0.34
N -18.8534 -11.3895 2.1200 -0.01 1.41 0.15
N -17.4687 -11.2159 2.0916 0.54 -0.77 -0.83
C -16.8540 -12.2972 1.6902 -0.57 0.77 1.16
C -15.4339 -12.5188 1.5829 0.00 0.00 -0.44
C -14.9958 -13.8228 1.3407 -1.23 -0.38 0.21
C -13.6802 -14.1490 1.2309 0.24 1.34 0.14
C -12.6942 -13.1630 1.3415 -1.09 0.59 0.34
C -13.1211 -11.8465 1.5703 1.00 -0.49 -0.03
C -14.4723 -11.4955 1.6453 0.52 -1.96 -0.18
O -14.8279 -10.2695 1.7997 -0.26 2.05 0.30
H -21.4421 -9.4663 2.0262 1.38 -2.21 -0.13
H -21.2173 -11.2513 2.1863 -0.49 -0.43 0.22
H -17.4876 -13.1695 1.5661 -0.10 -0.05 -0.32
H -15.7348 -14.6421 1.2789 0.32 0.61 0.03
H -13.4944 -15.1598 1.1169 0.92 -1.78 -0.36
H -11.6520 -13.4426 1.2911 0.09 0.22 0.02
H -12.4069 -11.0479 1.7598 -0.02 -0.12 -0.28
N -13.3031 -1.8051 2.7859 -0.44 0.12 0.09
C -14.0463 -2.6851 2.7826 1.32 0.52 -0.10
C -14.7223 -3.9276 2.7266 -1.38 0.14 -0.33
C -14.0059 -5.1022 2.6562 -0.61 -2.39 -0.16
C -14.7768 -6.3193 2.5761 1.40 0.24 -0.17
C -16.1943 -6.3967 2.5461 2.28 -1.94 -0.07
C -16.7938 -5.1756 2.5568 -3.10 2.28 0.19
C -16.1337 -3.9441 2.6335 -0.21 0.05 -0.23
H -12.9057 -5.1786 2.6019 -0.77 0.41 0.22
H -14.1058 -7.2417 2.4706 -0.90 0.85 0.20
H -17.9448 -5.1270 2.5293 1.80 -0.03 -0.08
H -16.7082 -2.9816 2.5369 0.75 -1.13 0.37
```
Forces are in eV/Å.

Results
* 2S+1: 5
* HOMO level (spin up / spin down): -8.2 / -8.2 eV
* E: -51130.261 eV
* frontier orbital gap (spin up / spin down): 7.10 / 7.23 eV


3.
Computed, not measured: a molecular structure, C15H12AsF30NaO3 at a distorted geometry, with ωB97M-V with the def2-TZVPD basis set.

Structure (XYZ):
```
62
Properties=species:S:1:pos:R:3:forces:R:3
Na -1.1638 -1.2035 0.4675 -0.45 0.28 0.29
As -4.8234 -0.6949 1.3376 -2.44 -1.50 -1.43
F -4.6163 -0.5428 -0.4731 0.15 0.05 1.96
F -6.5409 -1.1091 1.0348 1.55 0.71 0.58
F -4.9683 -1.0166 3.0833 0.30 0.87 -1.63
F -3.0548 -0.4664 1.4885 -0.28 0.37 0.06
F -5.2493 1.0403 1.4446 1.00 -1.94 0.17
F -4.4879 -2.4500 1.1207 0.29 1.21 0.19
C -1.9554 2.8518 -2.4982 0.70 -1.78 -0.33
C -2.6231 2.3184 -1.1715 0.59 2.51 -1.07
C -2.7349 3.4982 -0.1607 -3.71 0.29 -0.98
F -3.1683 3.1822 1.0371 -1.48 -1.88 1.69
F -1.6560 4.1375 0.1134 4.20 1.14 -0.60
F -3.7545 1.7050 -1.5617 -0.29 1.01 0.35
F -1.8845 1.3906 -0.6047 1.32 -1.59 0.43
O -0.5672 3.2151 -2.3852 0.23 2.22 -0.11
C -0.2397 4.5831 -2.7589 -1.62 -3.09 1.30
C 1.2191 4.7936 -2.3306 -0.15 -1.31 -0.14
F 1.6321 5.9453 -2.8112 0.60 1.19 -0.77
F 1.3617 4.8319 -1.0015 -0.62 0.28 0.92
F -0.4637 4.7249 -4.0645 0.67 0.14 -0.58
F -1.0948 5.4095 -2.1659 0.01 0.74 0.43
H -2.5490 3.5209 -3.1211 -0.11 0.34 0.63
H -1.9008 1.9291 -3.0759 -0.20 -0.12 -0.19
H -3.4265 4.2468 -0.5473 -0.44 -0.13 -0.60
H 1.8234 3.9396 -2.6369 0.05 0.14 -0.64
C 1.2967 0.5579 2.3203 0.22 -0.87 0.44
C 1.1762 1.0961 0.8678 2.18 0.56 1.94
C 2.3452 2.0821 0.4789 -1.51 1.73 1.90
F 3.5789 1.7525 0.8279 1.06 -1.47 0.01
F 2.2809 2.3636 -0.8049 0.09 -0.57 -1.58
F 1.1215 0.1277 -0.0246 -0.19 -1.81 -1.11
F 0.0629 1.7897 0.7706 -1.10 0.88 -0.03
O 0.3917 -0.5747 2.5046 -0.43 -0.79 -0.60
C 0.3421 -1.1707 3.7836 -1.17 1.97 -1.02
C -0.4368 -2.5170 3.7803 0.36 -2.29 -1.13
F -0.8610 -3.0230 4.9657 0.67 1.32 -0.21
F -1.4853 -2.5202 2.9493 -1.60 1.45 -0.53
F 1.5727 -1.3577 4.2015 1.00 -0.54 0.77
F -0.2478 -0.2559 4.5729 -0.06 -0.29 0.68
H 1.0574 1.3478 3.0323 -0.19 0.11 -0.18
H 2.2975 0.1941 2.5528 0.10 0.20 -0.36
H 2.1836 3.0227 1.0056 -0.59 0.12 0.20
H 0.1107 -3.3009 3.2571 1.45 0.13 0.79
C 2.2013 -3.8037 -1.5464 -0.07 -1.50 -0.75
C 1.3228 -2.9967 -2.4612 0.87 -0.29 -1.89
C 0.4490 -3.9228 -3.4311 -1.94 0.26 1.94
F -0.3824 -3.2617 -4.2629 0.57 0.91 -0.01
F 1.1062 -4.8116 -4.1430 1.69 -0.33 -0.63
F 0.5612 -2.1892 -1.7195 -1.67 0.14 0.79
F 2.0696 -2.1325 -3.1693 0.54 0.02 -0.83
O 2.9609 -2.9605 -0.7721 2.25 0.78 2.36
C 3.1483 -3.3712 0.5836 -1.22 2.57 -2.31
C 4.0839 -2.3744 1.3583 2.22 -2.81 -1.37
F 3.8660 -1.1090 1.0917 -0.73 0.81 -0.23
F 4.0006 -2.6213 2.6607 -0.95 0.06 1.13
F 1.9421 -3.1682 1.0805 -2.14 -0.43 1.90
F 3.4362 -4.6578 0.6978 0.64 -0.03 0.18
H 2.9295 -4.3976 -2.0988 -0.56 -0.40 -0.48
H 1.5229 -4.4469 -0.9861 0.14 -0.18 0.26
H -0.2229 -4.4996 -2.7956 -0.04 -0.01 0.52
H 5.1041 -2.6696 1.1132 0.28 0.44 -0.49
```
Forces are in eV/Å.

Results
* relative energy (zero: lowest compared OMol25 entry of this formula, charge and spin): 185.9 kJ/mol
* HOMO level: -11.3 eV
* E: -168674.207 eV
* frontier orbital gap: 10.79 eV


4.
Computed, not measured: a molecular structure, C15H12BrF6N2PRhS, with ωB97M-V with the def2-TZVPD basis set.

Structure (XYZ):
```
39
Properties=species:S:1:pos:R:3:forces:R:3
Rh -0.0122 0.1655 -0.1112 -0.52 -0.01 0.23
S 2.0363 -0.3577 4.0983 0.08 -0.01 0.03
C 0.3802 -0.2076 4.3503 -0.30 0.06 -0.30
C -0.3717 -0.0488 3.1540 0.25 -0.01 0.10
C 0.4370 -0.0474 2.0363 -0.04 -0.04 0.13
C 1.7963 -0.2077 2.3894 0.24 0.00 -0.19
C 2.8154 -0.2317 1.3937 -0.32 0.02 0.22
C 4.1757 -0.4140 1.6466 0.15 0.00 -0.41
C 5.0534 -0.4321 0.5612 -0.26 0.02 0.14
C 4.5363 -0.2583 -0.7086 0.08 -0.01 -0.03
C 3.1532 -0.0728 -0.8876 -0.12 0.01 0.21
N 2.3163 -0.0616 0.1328 0.26 0.00 -0.07
H -0.0195 -0.2333 5.3557 0.00 -0.01 0.00
H -1.4463 0.0583 3.1697 -0.01 -0.01 -0.01
H 4.5498 -0.5439 2.6532 -0.07 0.00 0.04
H 6.1120 -0.5815 0.7223 0.01 0.02 -0.05
H 5.1738 -0.2622 -1.5823 0.02 -0.01 0.02
H 2.7253 0.0660 -1.8691 0.02 0.01 -0.13
C -3.6555 4.6084 -0.3908 0.01 -0.03 0.08
C -3.4188 3.1377 -0.2176 0.00 0.01 -0.01
C -4.4574 2.2079 -0.3006 0.02 -0.01 -0.02
C -4.2170 0.8426 -0.2069 0.22 0.06 0.05
C -2.9066 0.4798 -0.0061 -0.18 -0.10 0.00
Br -2.3228 -1.3380 0.0133 0.08 0.00 0.09
N -1.8982 1.3298 0.1082 0.16 0.00 -0.05
C -2.1385 2.6444 -0.0071 -0.02 -0.05 0.00
H -4.6865 4.8660 -0.1593 0.00 0.01 -0.01
H -3.4565 4.8998 -1.4235 0.00 0.01 0.01
H -3.0020 5.1881 0.2588 0.01 0.03 -0.03
H -5.4723 2.5511 -0.4596 0.01 0.03 -0.01
H -5.0050 0.1104 -0.3028 0.01 -0.02 0.01
H -1.2763 3.2956 0.0605 -0.03 0.03 -0.01
F 0.3546 1.5132 -1.7783 -0.06 0.03 -0.18
P -0.1111 0.5501 -3.1983 0.37 -0.05 -0.37
F -0.4849 -0.4930 -4.2808 -0.07 -0.05 0.05
F -0.3840 1.8491 -4.0012 -0.06 0.03 0.13
F 1.4272 0.5246 -3.5742 -0.07 0.01 0.29
F 0.2524 -0.7589 -2.0545 -0.04 0.02 -0.06
F -1.5829 0.5322 -2.5601 0.21 0.02 0.12
```
Forces are in eV/Å.

Results
* 2S+1: 6
* relative energy (zero: lowest compared OMol25 entry of this formula, charge and spin): 0.0 kJ/mol
* HOMO level (spin up / spin down): -15.9 / -15.9 eV
* E: -128194.905 eV
* frontier orbital gap (spin up / spin down): 8.29 / 5.56 eV
* net charge: +2